Record 1
Entry from the OMol25 dataset: C23H46BBeCl4CsN7O13S as an isolated structure at a distorted geometry (ωB97M-V/def2-TZVPD).

Each line ends with the Mulliken charge.
Cartesian coordinates (Å):
C1 -0.81328 0.72556 -3.42807  -1.062
C2 -0.46661 -0.08158 -4.76264  -0.220
B1 0.64421 -1.19112 -4.50438  0.167
O1 0.19486 -2.39182 -3.99654  -0.758
N1 2.11864 -0.97667 -4.83051  0.292
C3 2.90983 -0.26468 -4.10666  -0.445
N2 2.46347 0.34874 -2.90543  -0.362
N3 4.26892 -0.05322 -4.44076  0.395
C4 4.53477 1.14351 -5.25044  -0.748
C5 4.47608 0.98022 -6.80481  0.758
C6 3.79786 -0.16103 -7.58180  -1.017
N4 5.00202 1.89445 -7.49995  -0.638
O2 4.91090 -1.20288 -4.91191  -0.313
C7 4.79261 -2.18115 -4.00434  0.511
N5 4.40291 -2.83354 -3.17052  -0.290
H1 -1.86274 1.08638 -3.43691  0.448
H2 -0.17897 1.63745 -3.41401  0.321
H3 -0.62801 0.09800 -2.52928  0.183
H4 -0.09007 0.62863 -5.53830  0.272
H5 -1.42375 -0.54418 -5.09438  0.278
H6 0.88160 -3.07757 -4.09475  0.342
H7 2.46173 -1.44185 -5.68073  0.342
H8 1.78750 1.08961 -3.09624  0.255
H9 2.10909 -0.34989 -2.25082  0.247
H10 3.78683 1.92101 -4.96270  0.376
H11 5.53318 1.54627 -4.97725  0.489
H12 2.68997 -0.17285 -7.47562  0.234
H13 4.06597 -0.09825 -8.65812  0.350
H14 4.17895 -1.16060 -7.25133  0.283
H15 5.39779 2.61504 -6.88237  0.244
C8 1.46679 -0.44684 0.90239  -0.789
C9 1.16689 0.71560 1.84358  -0.084
C10 -0.30585 1.13076 1.82736  0.144
C11 -0.69328 1.56744 0.46033  0.154
N6 -0.98114 1.89949 -0.59248  -0.511
H16 1.26385 -0.18033 -0.13949  -0.172
H17 2.51983 -0.72794 0.96776  0.362
H18 0.86606 -1.32314 1.15606  0.345
H19 1.79269 1.56736 1.56751  0.105
H20 1.44339 0.43010 2.86047  0.179
H21 -0.47194 1.95241 2.52536  -0.184
H22 -0.94182 0.29688 2.13083  0.478
C12 -2.63656 1.96232 7.53563  -1.278
C13 -3.19432 1.30593 6.28056  0.634
C14 -2.38787 0.08089 5.81853  -0.856
O3 -1.16322 0.39561 5.17125  -0.184
C15 -0.09058 0.69571 6.05239  -0.715
N7 -3.29709 2.31578 5.22011  -0.521
H23 -1.75270 2.56922 7.33921  0.190
H24 -3.39097 2.63732 7.98119  0.167
H25 -2.37725 1.21331 8.28677  0.292
H26 -4.20715 0.95694 6.52125  0.278
H27 -2.98571 -0.45040 5.07126  0.362
H28 -2.22287 -0.62309 6.64189  0.496
H29 -0.13674 0.10667 6.97154  0.382
H30 -0.07616 1.76322 6.28278  0.211
H31 0.84220 0.46104 5.53634  0.230
H32 -3.76522 1.89972 4.41890  0.187
H33 -2.35069 2.49442 4.88147  0.239
C16 1.99271 4.94872 1.78697  -0.311
C17 2.61512 5.59620 2.99496  -0.425
O4 1.59045 5.47348 3.97980  -0.343
C18 0.79972 4.43355 3.62048  0.541
O5 -0.04601 3.96354 4.31224  -0.468
O6 1.09932 3.99787 2.36627  -0.209
H34 2.72605 4.45580 1.15040  0.306
H35 1.41576 5.65309 1.18358  0.277
H36 3.50510 5.06687 3.34327  0.267
H37 2.86911 6.64100 2.82636  0.323
O7 -6.24492 0.51032 4.27249  -0.748
H38 -5.53919 0.99764 4.65965  0.217
O8 -3.22761 -2.25998 -4.82735  -0.597
S1 -3.33698 -3.61866 -5.27870  1.201
O9 -4.27048 -3.99623 -6.29223  -0.605
O10 -3.52792 -4.57336 -4.01151  -0.272
C19 -4.63160 -4.31753 -3.12345  -0.307
C20 -5.96027 -4.72535 -3.73082  -1.011
C21 -1.73878 -4.19389 -5.75512  -0.734
H39 -4.63935 -3.26699 -2.82336  0.299
H40 -4.45110 -4.90781 -2.22527  0.285
H41 -6.20350 -4.11271 -4.59893  0.306
H42 -6.76579 -4.61092 -3.00457  0.389
H43 -5.92640 -5.76277 -4.06647  0.271
H44 -1.02820 -3.94158 -4.97763  0.031
H45 -1.47477 -3.69224 -6.68549  0.387
H46 -1.78011 -5.26928 -5.91497  0.414
C22 6.36385 -3.37621 0.50817  0.329
Cl1 5.37436 -1.97523 0.05008  -0.068
Cl2 7.03448 -4.12499 -0.94966  -0.094
Cl3 7.68253 -2.84516 1.56010  -0.088
Cl4 5.35725 -4.55062 1.36676  -0.096
C23 -3.27445 0.02368 10.52772  0.811
O11 -2.57401 -0.43253 9.62026  -0.608
O12 -4.13081 0.99299 10.38614  -0.393
O13 -3.27779 -0.35412 11.71460  -0.481
Cs1 -5.25006 1.71966 3.13011  0.584
Be1 -5.00451 2.23534 8.92597  0.549

Force components x, y, z for each atom (eV/Å):
0.5 0.0 -0.6
0.4 0.4 0.2
-2.9 -0.3 0.6
1.9 0.8 -1.0
0.0 -0.9 -0.1
0.2 0.6 0.4
0.4 0.0 -1.4
-1.3 0.9 1.4
0.3 0.2 -0.4
-0.2 -0.1 -0.5
0.3 -0.8 0.4
0.0 0.2 0.5
0.6 -1.9 -0.5
0.5 3.5 -2.7
-0.7 -2.2 2.1
0.7 -0.4 0.1
-0.4 -0.5 0.4
-0.3 0.6 -0.5
-0.6 -0.4 0.4
0.9 0.0 0.0
-0.3 0.0 0.6
0.3 0.4 0.3
-0.1 -0.3 0.3
0.0 0.3 0.0
0.4 -0.7 0.0
-0.6 -0.4 -0.2
0.6 0.2 -0.1
-0.3 0.3 0.8
-0.3 0.7 -0.1
0.1 0.0 -0.4
0.1 -0.1 0.1
0.2 -0.2 -0.2
0.1 0.2 -0.5
0.2 -0.4 1.7
-0.1 0.3 -0.9
-0.1 0.0 0.0
0.0 0.0 0.0
0.0 0.0 -0.1
-0.1 0.0 0.1
-0.1 0.1 0.0
-0.1 0.0 -0.1
0.0 0.0 0.0
0.4 -0.6 0.0
0.3 0.3 0.1
-0.2 -0.3 0.0
-0.1 -0.1 0.1
0.1 0.2 -0.2
0.2 -0.2 0.0
-0.2 0.2 0.0
0.0 0.5 -0.2
-0.1 0.0 0.0
0.0 -0.2 -0.1
0.0 0.1 0.0
0.0 0.1 0.1
-0.1 0.0 0.0
0.1 0.0 0.1
-0.1 -0.1 0.0
1.9 0.4 1.7
0.0 0.2 0.2
0.1 0.1 -0.5
0.5 0.3 0.0
-0.2 -0.3 -0.2
-0.1 0.1 0.3
0.0 -0.1 -0.2
0.0 0.1 0.3
-0.1 -0.2 0.1
0.0 0.0 0.1
-0.1 0.0 0.0
-0.1 0.0 0.2
-4.7 -5.9 5.9
-1.3 -2.6 5.3
-0.2 0.0 -0.1
0.2 -0.7 0.3
0.0 0.4 0.0
0.4 0.2 -0.4
-0.9 0.1 0.4
0.0 0.1 -0.3
0.1 -0.2 0.0
0.1 0.0 -0.2
0.3 0.0 -0.2
0.0 0.0 0.1
0.1 0.0 0.1
0.0 0.0 0.1
-0.1 0.0 0.0
-0.1 0.0 0.0
-0.1 0.0 0.0
0.1 -0.1 0.1
0.0 0.0 0.0
-0.1 0.1 0.1
-0.1 0.0 -0.1
0.1 0.1 -0.1
1.5 -1.7 -0.4
-0.1 0.2 -0.4
-2.8 2.9 -0.9
-0.3 0.4 0.1
3.8 8.3 -13.1
1.6 -2.1 1.7

F_max: 15.986 eV/Å
gap between HOMO and LUMO: 4.16 eV
E: -4563.31790 Eh
HOMO: -9.19 eV
charge: +1

---

Record 2
Entry from the OMol25 dataset: a 7-piece molecular cluster, C23H46Br4O9 overall at a distorted geometry (ωB97M-V/def2-TZVPD).

Each line ends with the Mulliken charge.
Cartesian coordinates (Å):
C1 -2.42550 2.18249 2.57041  0.174
C2 -2.87941 3.40231 3.34887  0.391
O1 -4.04351 3.60815 3.58433  -0.581
C3 -1.82085 4.42237 3.74374  -0.921
H1 -2.21359 2.44553 1.53516  0.247
H2 -3.16250 1.38430 2.64300  -0.066
H3 -1.51018 1.79144 3.02144  0.052
H4 -2.19368 5.12438 4.48088  0.357
H5 -1.53370 4.93749 2.82270  0.019
H6 -0.93322 3.88739 4.08545  0.334
O2 -5.94086 -2.06618 1.81686  -0.585
C4 -5.35572 -1.02858 1.70230  0.765
O3 -4.65355 -0.45688 2.69463  -0.266
C5 -4.58366 -1.16117 3.90615  -0.414
C6 -3.61731 -2.35004 3.88051  -1.032
C7 -5.23644 -0.29462 0.40110  -0.882
H7 -5.54454 -1.58413 4.21209  0.388
H8 -4.28922 -0.51316 4.72981  0.397
H9 -3.50188 -2.82004 4.85959  0.459
H10 -2.62517 -2.08220 3.51492  0.070
H11 -4.02001 -3.16812 3.27838  0.343
H12 -5.08172 -1.05428 -0.36451  0.299
H13 -4.36163 0.34374 0.42705  0.138
H14 -6.16721 0.21077 0.15592  0.336
O4 1.76112 -3.98760 -0.50699  -0.621
C8 1.70118 -3.05348 0.24989  0.380
O5 1.00435 -2.99410 1.37623  -0.188
C9 0.11731 -4.08343 1.72066  -0.119
C10 0.14866 -4.29326 3.21792  -1.200
C11 2.49533 -1.79066 -0.01425  -0.336
H15 0.41133 -4.98415 1.18897  0.392
H16 -0.84911 -3.65093 1.45669  0.144
H17 -0.54067 -5.06817 3.56142  0.405
H18 -0.10965 -3.39670 3.78174  0.228
H19 1.11797 -4.65689 3.56859  0.362
H20 1.78551 -0.96408 -0.11784  -0.183
H21 3.08018 -1.90047 -0.92214  0.356
H22 3.19808 -1.46397 0.74976  0.455
O6 -0.36736 -0.29138 -5.22707  -0.614
C12 0.74375 -0.70218 -5.01007  0.390
O7 1.66601 -0.89384 -5.96058  -0.306
C13 1.24296 -0.81012 -7.32216  -0.175
C14 1.81332 0.44471 -7.96307  -1.150
C15 1.24041 -0.98984 -3.61165  -0.157
H23 0.16506 -0.81515 -7.46450  0.295
H24 1.66258 -1.69807 -7.79424  0.308
H25 1.84498 0.38525 -9.05210  0.379
H26 2.83789 0.67810 -7.66514  0.292
H27 1.23915 1.33247 -7.69022  0.293
H28 2.30816 -1.18551 -3.70628  0.272
H29 0.64356 -1.82140 -3.24685  0.245
H30 1.10816 -0.11347 -2.98142  -0.073
O8 -0.44484 -0.18861 3.19236  -0.562
C16 0.08652 0.30787 2.22828  0.665
O9 -0.45916 0.36123 1.02120  0.454
C17 -1.68877 -0.34799 0.71716  1.766
C18 -1.73059 -0.55572 -0.77552  -1.396
C19 1.37051 1.09279 2.31527  -1.004
H31 -2.47169 0.31165 1.07813  -1.063
H32 -1.65247 -1.28854 1.26579  -0.376
H33 -2.66739 -1.07187 -0.97902  0.428
H34 -0.85944 -1.08850 -1.14066  0.152
H35 -1.74017 0.43673 -1.23123  0.322
H36 2.20193 0.65148 1.75647  -0.025
H37 1.65982 1.22374 3.35134  0.425
H38 1.18772 2.05119 1.82369  0.031
Br1 0.00224 4.32262 0.63365  -0.204
C20 0.60011 3.25640 -0.93496  -0.171
C21 1.86722 3.77096 -1.56139  -0.521
Br2 2.25458 2.72154 -3.13530  -0.158
H39 -0.21837 3.24199 -1.65372  0.458
H40 0.65990 2.21234 -0.62623  -0.126
H41 2.73722 3.71222 -0.90926  0.319
H42 1.83483 4.82042 -1.84524  0.442
Br3 8.65281 1.26347 -1.48611  -0.163
C22 6.72116 0.89762 -1.47983  -0.623
C23 6.19237 0.99652 -0.07915  -0.640
Br4 4.23643 1.04614 -0.17288  -0.023
H43 6.62542 -0.09761 -1.90444  0.359
H44 6.23062 1.58063 -2.16748  0.365
H45 6.56981 1.83204 0.50496  0.434
H46 6.46651 0.13459 0.52802  0.341

Force components x, y, z for each atom (eV/Å):
0.2 0.1 0.9
0.0 0.4 -0.3
-0.3 -0.1 0.2
0.1 -0.7 -0.4
0.0 0.1 0.0
-0.2 0.3 -0.1
-0.1 0.2 -0.1
0.0 0.0 0.0
0.0 0.2 0.2
0.1 0.2 0.2
-0.4 -0.4 0.3
0.3 -0.2 -0.3
0.1 0.6 -0.3
0.1 -1.7 1.8
0.0 -0.4 -0.4
0.2 -0.4 0.0
-0.2 0.3 -0.4
0.1 0.6 -0.5
0.0 0.5 0.2
0.0 0.1 0.0
0.0 0.2 -0.3
-0.1 0.0 0.0
-0.3 0.5 -0.1
0.1 0.3 0.1
-0.5 -0.4 0.1
1.3 0.2 -0.4
0.2 0.1 0.5
-0.2 0.6 0.5
0.3 -0.3 0.6
-0.3 0.4 0.0
-0.3 0.1 -0.3
-0.3 -0.8 -0.3
-0.2 0.0 -0.5
0.1 0.1 -0.2
0.1 0.3 -0.2
0.0 0.0 -0.1
-0.2 -0.1 -0.2
-0.2 -0.5 0.4
-0.2 -0.1 -0.2
-0.5 0.8 0.6
-0.2 -0.4 0.3
0.6 0.3 -1.0
0.2 0.6 0.0
0.5 0.2 -1.0
0.0 -0.1 0.5
0.0 0.0 0.0
-0.3 -0.2 0.0
0.0 -0.4 0.2
-0.2 -0.1 0.0
-0.1 -0.4 0.5
0.3 -0.2 0.3
-0.2 0.0 0.0
0.0 -0.5 -0.2
0.1 0.1 1.0
0.5 0.0 -1.1
1.0 0.0 0.5
-0.3 0.7 0.5
0.0 0.1 -0.6
-0.2 -0.5 0.0
-0.3 0.0 0.1
0.1 -0.1 -0.4
0.0 -0.3 0.0
-0.1 -0.1 -0.3
-0.3 -0.2 0.2
-0.1 0.0 0.0
0.1 0.1 0.3
0.5 -0.4 -0.8
-0.6 -0.3 -0.1
0.5 0.6 0.6
0.0 0.0 -0.1
0.0 0.5 0.1
0.3 0.2 0.4
-0.1 -0.4 0.1
-0.4 -0.1 -0.3
-0.4 0.0 0.0
0.4 0.0 -0.4
0.1 -0.4 0.6
0.4 0.2 0.1
-0.1 -0.1 0.2
0.2 0.3 0.1
-0.3 0.4 -0.4
-0.2 -0.2 -0.3

F_max: 2.470 eV/Å
gap between HOMO and LUMO: 9.53 eV
E: -11877.21649 Eh
HOMO: -9.39 eV
energy above the lowest of the compared OMol25 structures with the same formula, charge and spin: 0.80 kcal/mol
SMILES string: CCOC(C)=O.CCOC(C)=O.CCOC(C)=O.CCOC(C)=O.CC(C)=O.BrCCBr.BrCCBr